(1)
Density functional theory data (the ωB97M-V functional and the def2-TZVPD basis) for a molecular structure, C17H20N2OS.

```
41
Properties=species:S:1:pos:R:3:forces:R:3:lowdin_charge:R:1
C -3.818491 1.010168 3.473068 0.3 -0.6 2.1 -0.11
C -3.256896 0.631907 2.193107 5.0 -2.9 -3.6 -0.22
C -3.798915 -0.579357 1.532615 4.2 1.4 -0.7 -0.06
C -3.078974 -0.971774 0.330923 -0.5 2.1 -0.3 -0.04
C -1.924379 -0.141196 -0.292270 -6.5 -9.2 -0.1 -0.04
C -1.349490 0.791271 0.429224 -0.3 1.2 0.0 -0.30
C -1.898045 1.239744 1.670146 -5.3 -2.6 -2.2 -0.13
C -1.697913 2.615493 2.027838 1.4 -1.7 4.4 -0.07
H -0.950579 2.444343 2.839924 -0.3 1.2 0.3 0.11
H -1.219963 3.259125 1.402066 0.7 1.7 -2.3 0.05
H -2.600990 2.919045 2.485711 -0.6 1.2 0.3 0.06
N -0.356306 1.406673 -0.277410 2.2 4.4 12.7 -0.08
C 0.902973 1.720084 0.706477 -2.4 -10.4 -2.6 0.01
H 0.735088 0.624673 1.489063 0.9 3.5 -1.9 0.22
C 2.109125 1.463832 -0.176266 3.2 -6.0 8.8 -0.12
N 2.172515 0.185458 -0.889292 -7.6 9.9 -1.6 0.02
C 3.061568 -0.629247 -0.702334 2.3 -8.2 -2.3 -0.53
O 3.914141 -0.696672 0.127806 1.3 0.3 1.0 0.09
C 2.800347 -1.917375 -1.718482 5.6 -3.5 3.3 -0.36
C 3.773542 -3.116276 -1.370857 -6.4 4.3 -6.6 0.03
C 3.671617 -3.981786 -2.518545 8.9 -2.3 11.8 -0.32
C 2.887414 -3.873604 -3.389392 -10.0 7.2 -7.9 -0.35
S 2.054673 -2.248294 -3.176778 -0.4 -0.8 -1.1 0.99
H 2.623303 -4.387174 -4.211073 -0.7 -1.9 -2.5 0.05
H 4.031704 -4.944301 -2.623530 2.2 -2.0 0.9 0.11
H 4.287809 -3.042547 -0.532950 2.6 -0.2 3.5 0.03
C 1.052486 0.393570 -1.829537 0.2 -9.3 -4.0 -0.16
H 1.155601 0.307326 -2.960299 1.3 1.3 1.2 0.13
C 0.073756 1.313283 -1.461502 -3.5 3.2 -7.9 -0.39
H -0.947017 1.243409 -1.991079 1.6 -1.0 -0.6 0.19
H 0.298215 2.283694 -1.897831 0.6 0.9 0.2 0.14
H 0.443936 -0.649367 -1.937269 1.3 1.6 1.2 0.12
H 2.267277 2.275172 -0.628421 1.6 5.9 -4.8 0.05
H 3.060712 1.328065 0.604384 -2.3 0.8 -1.8 0.20
H 0.947634 2.497043 1.295901 -0.1 4.5 2.6 0.04
H -1.674791 -0.893480 -1.132235 0.7 2.5 0.9 0.13
H -3.505031 -1.822338 -0.303922 0.9 1.1 1.1 0.10
H -4.378719 -1.288253 2.144249 -0.3 0.6 -0.8 0.09
H -4.377614 1.898311 3.193234 -0.7 0.3 1.0 0.08
H -4.461117 0.084454 3.735959 0.6 2.1 0.2 0.10
H -3.030207 1.246898 4.339583 -1.8 -0.5 -2.0 0.14
```
Forces are in eV/Å.

Results
Kohn-Sham gap	8.409	eV
charge	0
E_HOMO	-7.9051	eV
energy relative to the best compared isomer or geometry (same formula, charge and spin)	14.683	eV
multiplicity	1

=====

(2)
Density functional theory data (the ωB97M-V functional and the def2-TZVPD basis) for a gas-phase ion, C34H57N2O4 (charge +1).

```
97
Properties=species:S:1:pos:R:3:forces:R:3:lowdin_charge:R:1
C 7.916270 1.676737 -0.016310 -0.1 -0.1 0.0 0.03
C 6.492968 1.315172 -0.355804 0.4 0.1 -0.2 -0.54
O 6.048001 1.292488 -1.475493 0.0 -0.1 -0.1 0.10
O 5.797529 1.044209 0.750070 0.0 0.0 0.4 0.02
C 4.394091 0.750767 0.673515 -0.4 -0.1 -0.5 -0.21
C 3.636021 1.957696 0.116395 0.0 -0.1 0.2 -0.08
C 2.138309 1.690574 0.021092 0.2 0.3 -0.3 -0.26
C 1.383742 2.934671 -0.439313 -0.1 -0.2 0.4 -0.14
C -0.114965 2.682095 -0.340738 0.2 0.0 -0.4 -0.14
C -0.515257 1.466250 -1.178404 -0.2 0.1 0.4 -0.23
H -0.306673 1.702972 -2.225268 0.0 0.0 -0.1 0.15
C -2.030197 1.229155 -1.084234 0.0 -0.2 -0.1 -0.20
C -2.516397 -0.013110 -1.847166 -0.4 0.1 0.0 -0.39
C -2.587273 0.206181 -3.355918 0.0 -0.1 0.3 0.01
H -1.592626 0.295484 -3.778990 0.1 0.0 -0.1 0.09
H -3.087711 -0.633705 -3.831656 0.0 -0.1 -0.1 0.10
H -3.138504 1.114282 -3.591688 -0.1 0.1 0.0 0.09
C -1.646292 -1.231199 -1.514986 0.1 0.1 0.0 -0.10
C -0.159280 -0.941655 -1.697322 -0.1 0.0 0.3 -0.12
H 0.042758 -0.706642 -2.740452 0.1 0.0 -0.1 0.11
H 0.393566 -1.845379 -1.445862 0.1 0.0 -0.1 0.12
C 0.296537 0.216409 -0.806735 0.1 0.0 -0.5 -0.21
H 0.072622 -0.049409 0.233125 0.0 0.0 0.1 0.15
C 1.829514 0.470437 -0.871488 -0.2 -0.2 0.4 -0.39
C 2.300643 0.653828 -2.316998 -0.1 0.0 0.2 0.00
H 2.264217 -0.296445 -2.842736 0.0 -0.1 -0.1 0.09
H 3.326263 1.003260 -2.353819 0.2 0.0 -0.1 0.08
H 1.687336 1.369015 -2.856967 0.0 0.1 -0.1 0.08
C 2.566548 -0.722214 -0.242220 0.1 0.3 -0.2 -0.07
H 2.413420 -1.625634 -0.831284 0.0 -0.1 0.0 0.12
H 2.160714 -0.907232 0.754957 -0.1 0.0 0.1 0.12
C 4.092320 -0.538873 -0.123201 -0.2 0.0 0.1 -0.24
N 4.641391 -1.767089 0.398267 0.2 0.0 0.0 -0.13
C 5.822147 -2.346870 -0.200450 0.2 0.0 -0.1 -0.17
C 7.124264 -2.050891 0.552340 -0.1 -0.3 0.0 -0.17
C 6.982290 -2.458522 2.015430 0.1 0.3 0.0 -0.20
C 5.778449 -1.742358 2.619097 -0.1 -0.2 0.0 -0.18
C 4.524461 -2.082273 1.803203 0.0 0.1 0.1 -0.18
H 3.652927 -1.572735 2.217962 -0.1 -0.1 0.0 0.11
H 4.345782 -3.163694 1.881679 -0.1 0.0 0.1 0.13
H 5.954579 -0.665780 2.599740 0.0 0.1 0.1 0.10
H 5.630429 -2.048808 3.656418 0.0 0.0 0.1 0.11
H 7.890064 -2.209936 2.568717 0.0 -0.1 0.0 0.11
H 6.832900 -3.539261 2.080148 0.0 -0.1 0.0 0.11
H 7.348235 -0.986124 0.495480 0.1 0.0 0.0 0.09
H 7.942970 -2.596259 0.080001 0.1 0.0 0.0 0.11
H 5.900364 -2.003990 -1.233957 0.0 -0.1 0.0 0.12
H 5.674629 -3.435913 -0.216033 0.1 0.0 -0.1 0.12
H 4.504025 -0.411171 -1.126010 0.0 0.0 0.1 0.14
H -1.931964 -2.061766 -2.163926 -0.1 -0.1 0.1 0.13
H -1.812449 -1.547356 -0.484433 0.0 -0.1 0.1 0.13
C -3.952581 -0.170506 -1.278525 0.4 0.3 0.1 -0.17
H -4.574640 0.583621 -1.773854 0.1 0.0 0.1 0.16
O -4.565940 -1.395459 -1.670882 -0.1 0.1 -0.4 0.03
C -4.463338 -2.564214 -1.019308 -0.2 -0.3 0.3 -0.53
O -4.066161 -2.683512 0.112964 0.1 -0.2 -0.1 0.09
C -4.969048 -3.685634 -1.872139 0.0 0.0 0.0 0.05
H -5.515037 -4.398426 -1.260437 0.0 0.0 0.0 0.10
H -5.588581 -3.306819 -2.678555 0.0 -0.1 0.0 0.09
H -4.111627 -4.203996 -2.299346 0.1 0.0 0.0 0.10
C -3.819971 0.136970 0.227307 0.6 -0.5 -0.2 -0.17
H -3.632029 -0.810933 0.736441 -0.2 0.3 0.0 0.13
C -2.572208 1.033725 0.343530 0.0 0.2 -0.1 -0.06
H -2.773245 1.997913 0.804233 0.0 0.0 0.1 0.11
H -1.826183 0.532934 0.958117 -0.1 0.0 0.1 0.13
N -5.068107 0.691398 0.877616 0.2 -0.1 0.0 -0.22
C -5.462249 1.986173 0.295672 -0.2 0.7 -0.3 0.04
H -6.237234 2.449320 0.898481 0.0 -0.1 0.0 0.10
H -4.610225 2.659313 0.252333 0.0 -0.1 0.1 0.11
H -5.851721 1.846517 -0.709828 0.0 -0.1 0.0 0.12
C -4.785786 0.832847 2.338853 0.0 0.3 0.9 -0.10
C -6.008881 1.175538 3.182683 -0.1 -0.2 -0.1 -0.15
C -7.112012 0.144383 2.977711 -0.1 0.2 -0.1 -0.18
C -7.428174 0.038364 1.490826 0.2 0.0 0.2 -0.15
C -6.167783 -0.303687 0.706811 -0.9 -0.5 -0.1 -0.10
H -5.791555 -1.269585 1.052283 0.2 0.1 -0.1 0.14
H -6.398298 -0.384229 -0.356285 0.2 0.1 0.0 0.14
H -7.878869 0.963739 1.130819 -0.1 0.0 -0.1 0.12
H -8.150193 -0.759849 1.317385 0.0 0.0 -0.1 0.13
H -8.002662 0.431929 3.533873 0.0 -0.1 0.1 0.12
H -6.783404 -0.826357 3.352560 0.0 -0.1 0.0 0.13
H -6.381274 2.175478 2.956664 0.0 0.1 0.0 0.12
H -5.692156 1.184165 4.226054 0.1 0.1 0.0 0.13
H -4.383516 -0.122971 2.681524 0.1 0.0 -0.2 0.15
H -4.020311 1.596741 2.472730 0.0 -0.1 -0.2 0.14
H -2.523435 2.106895 -1.519952 -0.1 0.0 0.0 0.16
H -0.367667 2.511671 0.708183 -0.1 0.0 0.1 0.12
H -0.667703 3.560335 -0.682865 -0.1 0.0 0.0 0.12
H 1.660523 3.185918 -1.462427 0.1 0.1 -0.1 0.12
H 1.652494 3.782307 0.193638 0.1 0.1 0.0 0.12
H 1.784383 1.445740 1.031871 -0.1 -0.1 0.0 0.16
H 4.037194 2.218079 -0.861322 0.0 0.0 0.0 0.11
H 3.812780 2.808288 0.780436 0.0 0.0 0.0 0.14
H 4.112374 0.602951 1.722090 0.0 0.0 -0.1 0.16
H 8.595583 1.126026 -0.662076 0.0 0.0 0.0 0.09
H 8.057817 2.738101 -0.211762 0.0 0.1 0.0 0.09
H 8.126952 1.469443 1.028067 0.1 0.0 0.0 0.09
```
Forces are in eV/Å.

Results
Kohn-Sham gap	7.151	eV
charge	+1
E_HOMO	-9.3215	eV
multiplicity	1

=====

(3)
Density functional theory data (the ωB97M-V functional and the def2-TZVPD basis) for C4H8O in the gas phase.

```
13
Properties=species:S:1:pos:R:3:forces:R:3:lowdin_charge:R:1
O 1.880026 0.471049 -0.444466 0.4 -0.9 0.7 -0.09
C 0.767073 -0.480324 -0.369275 0.6 0.2 0.1 -0.34
C -0.029437 -0.555965 0.958634 0.2 0.0 0.1 -0.13
C -1.208634 0.229938 0.320295 0.0 0.1 0.0 -0.16
C -0.414147 0.254249 -1.011947 0.4 0.5 -0.2 -0.13
H 1.876861 1.123942 0.271946 -0.3 -0.5 -0.1 0.09
H 1.189610 -1.399161 -0.781039 -0.3 0.1 0.1 0.14
H 0.485631 -0.091723 1.803523 -0.1 0.0 0.0 0.10
H -0.318610 -1.571632 1.253724 0.2 0.2 -0.1 0.11
H -1.407528 1.221232 0.741305 0.1 -0.2 0.0 0.10
H -2.157410 -0.321754 0.334798 0.3 0.1 -0.2 0.10
H 0.223795 1.151545 -1.119122 -1.8 0.5 -0.6 0.11
H -0.887234 -0.031396 -1.958371 0.2 -0.1 0.3 0.11
```
Forces are in eV/Å.

Results
Kohn-Sham gap	11.210	eV
charge	0
E_HOMO	-10.1131	eV
energy relative to the best compared isomer or geometry (same formula, charge and spin)	1.598	eV
SMILES	OC1CCC1
multiplicity	1

=====

(4)
Density functional theory data (the ωB97M-V functional and the def2-TZVPD basis) for 2 unconnected molecules or ions with the total composition CH4N2S2.

```
9
Properties=species:S:1:pos:R:3:forces:R:3:lowdin_charge:R:1
C -0.279770 1.050932 -0.081717 0.4 2.2 0.3 -0.43
H 2.100920 -1.919821 0.767104 -1.6 1.9 -2.2 -0.05
H 1.959792 1.133266 0.270778 -2.8 -1.4 1.0 0.08
H -0.253176 2.192465 -0.212202 0.6 -1.7 0.0 0.11
H -3.045597 -1.295171 -0.991145 2.8 -0.2 2.8 0.09
N 1.111231 0.516806 0.682323 -1.0 -0.2 -4.2 -0.34
N -1.446037 0.588933 -0.427695 3.9 -2.4 3.0 -0.31
S 1.376618 -1.097622 -0.329055 2.1 0.1 3.4 0.47
S -1.523982 -1.169790 0.321606 -4.3 1.6 -4.2 0.39
```
Forces are in eV/Å.

Results
Kohn-Sham gap	7.569	eV
charge	0
E_HOMO	-8.5369	eV
energy relative to the best compared isomer or geometry (same formula, charge and spin)	6.498	eV
multiplicity	1

=====

(5)
Density functional theory data (the ωB97M-V functional and the def2-TZVPD basis) for a molecular structure, C3H6N2O.

```
12
Properties=species:S:1:pos:R:3:forces:R:3:lowdin_charge:R:1
N 1.588386 -0.253946 0.435587 -0.4 0.7 -0.2 0.14
C 0.455683 0.120731 0.028584 0.0 -1.5 2.4 -0.36
C -0.570431 -0.427670 -0.883591 2.1 1.0 -3.3 -0.13
O -1.529050 0.557796 -0.518516 0.3 0.8 0.7 0.01
C -0.590691 1.152620 0.326699 -0.1 0.5 0.4 -0.38
N -0.663748 2.099098 1.132348 -0.3 0.0 -0.3 0.20
H 1.980009 0.451841 1.056283 0.1 0.1 0.0 0.08
H 1.070475 -2.343037 0.286514 -0.1 -0.3 -0.1 0.02
H 0.208190 0.072376 -1.691804 -2.5 -1.5 -0.2 0.19
H -1.042347 -1.372620 -1.163259 0.8 0.1 0.4 0.12
H 0.619770 -2.873357 0.007656 0.1 0.0 0.1 0.05
H -1.613388 2.470591 1.117496 0.0 0.3 0.1 0.08
```
Forces are in eV/Å.

Results
Kohn-Sham gap	10.349	eV
charge	0
E_HOMO	-10.0935	eV
energy relative to the best compared isomer or geometry (same formula, charge and spin)	4.480	eV
multiplicity	1

=====

(6)
Density functional theory data (the ωB97M-V functional and the def2-TZVPD basis) for 3 unconnected molecules or ions with the total composition C2H2ClINO2.

```
9
Properties=species:S:1:pos:R:3:forces:R:3:lowdin_charge:R:1
C 1.710165 1.804744 0.961523 0.5 0.1 1.3 -0.53
C -1.573853 -0.933118 -1.031897 -3.6 4.1 5.1 -0.06
N -2.321647 -0.338829 0.042977 3.1 -2.7 -6.5 -0.54
O 1.287412 2.116439 -0.039296 -1.3 0.5 -3.2 0.18
O 2.105948 1.651301 2.022966 0.8 -0.7 1.9 0.18
Cl -1.869616 -0.919402 1.536757 0.4 -0.4 1.1 0.50
I 3.165379 -1.366511 -0.640262 -0.2 0.1 0.0 -0.80
H -1.791919 -0.476400 -1.998138 -0.1 -0.4 0.3 0.05
H -0.711866 -1.538223 -0.854633 0.4 -0.6 0.1 0.02
```
Forces are in eV/Å.

Results
Kohn-Sham gap	6.339	eV
charge	-1
E_HOMO	-3.6238	eV
energy relative to the best compared isomer or geometry (same formula, charge and spin)	0.014	eV
multiplicity	1

=====

(7)
Density functional theory data (the ωB97M-V functional and the def2-TZVPD basis) for 2 unconnected molecules or ions with the total composition C10H16.

```
26
Properties=species:S:1:pos:R:3:forces:R:3:lowdin_spin:R:1
C -1.606987 -0.264451 -1.818192 -1.2 -0.9 -0.4 0.05
C 1.946078 1.609581 -0.533718 -0.5 3.4 2.9 0.25
C 2.101064 0.322878 -0.972485 -0.9 -2.4 -1.9 0.20
C 0.694169 2.306223 -0.384061 1.9 -3.9 -1.9 0.00
C 0.881903 -0.354907 -1.434335 5.7 0.1 1.4 0.02
C -0.380905 1.555295 -0.761397 -1.3 2.4 1.7 0.19
C -0.314850 0.206054 -1.262232 -2.6 2.1 -1.1 0.21
H 2.743005 2.126383 0.035879 0.0 -0.5 -0.9 0.01
H 3.181093 -0.087601 -1.010397 -2.2 0.3 -0.1 0.00
H 0.785888 3.218213 0.080129 -0.7 2.1 0.8 0.00
H 1.152022 -1.312349 -1.763225 -0.8 -1.4 -0.8 0.00
H -1.379602 2.006322 -0.559589 0.7 -0.7 -0.4 0.00
H -2.539685 -0.158800 -1.171171 1.4 0.4 -0.6 0.01
H -1.486191 -1.317539 -1.973086 -0.2 -0.8 -0.3 0.00
H -1.878227 0.140255 -2.855856 0.6 -0.1 1.4 0.02
C -0.479585 -1.191228 1.612964 0.8 -1.4 -2.0 0.02
C -1.691166 -2.068361 1.302521 0.5 -2.3 3.0 0.00
C -0.171487 -0.985501 3.093269 2.9 1.9 -2.7 0.00
H 0.353063 -1.592048 0.930249 -0.4 0.2 1.7 0.00
H -0.616831 -0.262238 1.045982 -0.3 0.6 0.7 0.01
H -2.206479 -1.691230 0.481191 -1.1 0.1 -1.4 0.00
H -0.881275 -0.353360 3.520703 -1.5 0.7 0.9 0.00
H -0.020138 -1.883160 3.613420 0.1 -1.2 0.8 0.00
H 0.785237 -0.350104 3.090819 -1.0 -1.1 0.5 0.00
H -1.535985 -3.210981 1.276352 0.4 1.8 -0.7 0.00
H -2.325297 -2.085266 2.204602 -0.3 0.6 -0.5 0.00
```
Forces are in eV/Å.

Results
Kohn-Sham gap (alpha / beta)	9.768 / 5.530	eV
charge	+1
E_HOMO (alpha / beta)	-14.0160 / -13.9984	eV
energy relative to the best compared isomer or geometry (same formula, charge and spin)	1.917	eV
multiplicity	2

=====

(8)
Density functional theory data (the ωB97M-V functional and the def2-TZVPD basis) for C5H6O in the gas phase.

```
12
Properties=species:S:1:pos:R:3:forces:R:3:lowdin_charge:R:1
O -1.281666 1.468093 0.095730 0.2 0.2 -0.1 -0.02
C -0.888388 0.159191 0.396660 0.0 -0.3 0.2 -0.35
C 0.346847 0.011272 1.263112 0.0 -0.1 0.3 -0.01
C 1.520425 0.361431 0.674005 -0.3 -0.5 0.0 -0.04
C 1.250888 -0.143327 -0.575873 0.1 -0.1 -0.3 -0.12
C -0.198977 -0.597068 -0.797421 0.1 0.0 -0.1 -0.13
H -0.478760 1.973834 -0.097895 -0.2 0.0 -0.1 0.10
H -1.768245 -0.342767 0.808117 0.2 0.0 -0.1 0.14
H 0.351748 -0.731601 2.059364 -0.1 0.4 0.4 0.12
H 2.014609 -0.334316 -1.324578 -0.1 0.3 -0.2 0.08
H -0.588404 -0.315927 -1.782334 0.0 -0.1 0.1 0.11
H -0.354881 -1.676845 -0.659012 0.1 0.2 -0.1 0.11
```
Forces are in eV/Å.

Results
Kohn-Sham gap (alpha / beta)	7.835 / 7.835	eV
charge	0
E_HOMO (alpha / beta)	-8.4827 / -8.4833	eV
energy relative to the best compared isomer or geometry (same formula, charge and spin)	4.430	eV
SMILES	O[C@@H]1C=C=CC1
multiplicity	1

=====

For reference, E by record: -1242.249844; -1740.089722; -232.386914; -946.147774; -302.528443; -1040.582241; -390.239461; -269.183434 Ha.
For reference, largest force on an atom by record: 14.947; 1.006; 1.929; 6.195; 4.040; 7.643; 5.869; 0.550 eV/A.